Entry 1:
Entry from the Open Molecules 2025 dataset: a structure of composition C25H24BaINOSi at a distorted geometry (ωB97M-V with the def2-TZVPD basis set).

Geometry as XYZ:
```
54
Properties=species:S:1:pos:R:3:forces:R:3:lowdin_charge:R:1
Ba 0.064 0.039 0.912 -0.2632 2.3577 -2.1618 1.74
I 1.394 0.294 -2.249 -0.0372 -0.1592 0.0558 0.88
C 1.297 2.391 -2.397 -0.0479 0.0864 0.0064 -0.63
C 2.007 2.897 -3.445 -0.0425 0.3542 0.0021 -0.19
C 1.989 4.294 -3.668 0.0481 -0.1476 -0.0335 -0.09
C 1.261 5.096 -2.843 -0.0730 0.0396 0.0852 -0.05
C 0.521 4.561 -1.757 -0.0795 0.1372 0.0792 -0.18
C -0.245 5.418 -0.919 0.0867 -0.0109 -0.1059 -0.06
C -0.955 4.900 0.120 0.0298 -0.1334 -0.0305 -0.10
C -0.918 3.501 0.365 -0.1626 0.0656 0.2527 -0.21
C -0.209 2.585 -0.381 0.3114 0.0603 -0.3826 -0.30
C 0.520 3.164 -1.481 0.0285 -0.1708 -0.0880 -0.29
H 2.571 2.251 -4.103 0.0025 0.0028 -0.0017 0.08
H 2.550 4.709 -4.496 -0.0174 -0.0122 0.0288 0.10
H 1.232 6.168 -3.006 0.0000 -0.0134 0.0008 0.11
H -0.251 6.483 -1.128 0.0054 -0.0331 0.0042 0.10
H -1.543 5.553 0.756 0.0102 -0.0297 -0.0049 0.09
H -1.508 3.156 1.223 0.0437 0.0472 -0.0566 0.06
C 3.120 -1.363 2.153 0.1484 -0.0440 -0.0886 -0.19
Si 1.676 -1.181 3.334 -0.3883 -0.0542 -0.0614 0.28
C 2.117 -1.940 4.965 0.0523 -0.1899 0.2331 -0.18
C 1.549 0.698 3.649 0.0437 -0.0183 -0.0383 -0.23
N 0.269 -1.656 2.475 -0.2439 -2.0710 1.8294 -0.43
C -0.855 -2.419 2.779 0.5448 0.1194 -0.0521 -0.32
C -1.017 -3.204 3.937 -0.1217 0.0681 0.0581 -0.03
C -2.186 -3.902 4.208 0.0204 0.0631 -0.0824 -0.10
C -3.259 -3.859 3.328 0.0322 -0.0183 0.0498 -0.10
C -3.132 -3.126 2.156 0.0136 -0.1127 -0.0652 -0.03
C -1.955 -2.463 1.886 0.1657 0.1156 -0.0854 -0.22
O -1.825 -1.707 0.687 -0.3626 -0.3903 0.2685 -0.24
C -2.405 -2.194 -0.489 0.3261 0.1865 0.4868 -0.30
C -3.212 -1.330 -1.199 -0.1058 -0.0191 -0.2769 0.00
C -3.706 -1.742 -2.432 0.0183 0.0216 0.0564 -0.07
C -3.400 -3.003 -2.920 0.0392 -0.0118 0.0464 -0.08
C -2.588 -3.856 -2.178 0.0127 -0.0207 0.0176 -0.07
C -2.077 -3.453 -0.953 -0.1125 -0.1378 -0.1846 0.00
H 4.054 -1.052 2.631 -0.0365 -0.0206 -0.0517 0.04
H 3.031 -0.763 1.236 -0.0120 -0.0568 0.0721 0.00
H 3.222 -2.406 1.843 0.0402 0.0427 0.0067 0.04
H 3.051 -1.482 5.306 -0.0409 -0.0714 0.0572 0.04
H 2.274 -3.019 4.888 0.0047 0.0567 0.0233 0.04
H 1.351 -1.757 5.722 0.0497 -0.0012 -0.0188 0.04
H 2.367 1.004 4.307 -0.0529 0.0067 -0.0182 0.04
H 0.609 0.966 4.143 0.0426 -0.0006 0.0165 0.04
H 1.653 1.335 2.759 0.0498 0.0211 0.1539 -0.01
H -0.197 -3.252 4.644 -0.0245 0.0223 -0.0550 0.09
H -2.258 -4.484 5.118 0.0198 0.0139 -0.0108 0.10
H -4.179 -4.387 3.537 0.0248 -0.0022 0.0147 0.10
H -3.941 -3.093 1.437 0.0159 0.0301 -0.0037 0.12
H -3.437 -0.350 -0.802 0.0030 0.0277 0.0283 0.12
H -4.328 -1.069 -3.008 0.0018 -0.0241 0.0102 0.11
H -3.786 -3.322 -3.880 0.0099 0.0019 0.0246 0.10
H -2.341 -4.838 -2.560 -0.0174 0.0198 0.0004 0.11
H -1.441 -4.098 -0.360 -0.0033 0.0073 -0.0107 0.13
```
Forces are in eV/Å.

F_max, eV Å⁻¹: 3.21
E_HOMO, eV: -7.13

Entry 2:
Entry from the Open Molecules 2025 dataset: a structure of composition C17H25InN4OP at a distorted geometry (ωB97M-V with the def2-TZVPD basis set).

Geometry as XYZ:
```
49
Properties=species:S:1:pos:R:3:forces:R:3:lowdin_charge:R:1
C -0.529 2.522 -1.989 0.8122 0.3364 0.7308 -0.09
C -0.077 1.389 -2.867 0.3387 -0.3655 -1.0317 -0.25
N 0.275 0.258 -2.252 -1.6452 -0.7631 0.2579 0.04
C 0.124 -0.925 -2.910 1.3616 0.4212 0.1359 -0.28
C 0.240 -0.955 -4.297 -0.5780 -0.2892 0.4254 0.02
C 0.121 0.257 -4.971 0.3048 0.2312 -0.0123 0.01
C -0.118 1.441 -4.264 0.1233 -0.2978 0.4510 0.03
C -0.397 -2.037 -2.065 2.2073 -1.1738 -0.8572 -0.23
P 0.278 -2.429 -0.333 -1.3715 -1.4998 -2.2613 0.97
H -0.281 2.396 -4.747 -0.1584 -0.1700 -0.1535 0.13
H 0.313 -1.928 -4.790 -0.1411 0.5032 -0.0558 0.14
H 0.190 0.258 -6.052 -0.0649 0.1312 0.0432 0.13
C 1.555 2.855 -0.722 -0.1975 0.1884 -0.0767 -0.06
C -0.594 3.189 0.364 -0.3595 0.4851 0.1284 -0.07
H -0.540 -2.990 -2.592 0.2937 0.1523 0.0591 0.12
H -1.630 2.536 -1.833 0.6827 -0.2615 -0.2478 0.16
H -0.234 3.480 -2.445 -0.2060 -0.1058 0.1815 0.15
C 1.790 -3.380 -0.193 0.2708 0.5382 0.3733 -0.21
C -1.091 -3.466 0.274 -0.1427 0.2897 0.4100 -0.18
H 1.903 -3.591 0.881 0.1350 -0.1499 -0.2933 0.08
H 1.726 -4.309 -0.767 -0.0707 0.0923 0.0550 0.08
H 2.631 -2.766 -0.523 -0.0031 -0.2197 -0.0042 0.06
H -1.224 -3.262 1.344 -0.0727 -0.3574 -0.1588 0.06
H -2.030 -3.232 -0.250 0.5180 0.1234 0.2112 0.07
H -0.834 -4.522 0.111 0.1117 0.2604 0.1665 0.08
H -0.562 4.264 0.111 0.0107 -0.3319 0.1417 0.12
H -1.647 2.877 0.397 0.3155 0.0267 -0.0171 0.11
H -0.158 3.047 1.364 -0.0291 0.0533 -0.3679 0.09
H 1.565 3.919 -1.033 0.2041 -0.5073 0.1895 0.12
H 2.017 2.744 0.276 -0.1415 0.1438 -0.5156 0.09
H 2.095 2.239 -1.455 -0.0864 0.2693 0.2452 0.10
In 0.272 0.162 0.066 -1.6753 1.0246 -0.8960 0.78
H 1.986 -0.225 0.367 -0.2305 -0.0368 -0.0480 0.06
O -1.791 -0.709 -0.630 -0.0708 1.5050 2.4457 -0.37
H -1.317 -1.518 -1.702 -0.0565 -0.9683 0.0999 0.00
H -2.459 -0.310 -1.193 -0.1973 0.7621 0.3359 0.03
N 0.135 2.401 -0.650 -0.1143 -0.2868 0.5394 -0.34
N -0.175 -0.141 7.793 -0.0297 0.1198 -2.1192 0.22
C -0.181 -0.073 6.630 0.0732 -0.0269 1.3398 -0.13
C -0.165 0.009 5.176 -0.2558 -0.2502 0.0318 -0.17
C -1.174 -0.602 4.422 -0.0727 -0.1809 -0.5421 0.04
C -1.127 -0.533 3.024 0.5928 0.6123 0.5397 -0.07
N -0.125 0.131 2.401 -0.0473 -0.0733 -0.4914 -0.05
C 0.867 0.696 3.120 -0.2883 -0.0266 -0.0577 -0.12
C 0.869 0.662 4.501 0.5980 0.2407 0.3981 0.03
H -1.982 -1.158 4.891 0.1606 0.1879 0.0215 0.14
H -1.889 -0.983 2.389 0.1538 0.1678 0.1673 0.12
H 1.682 1.192 2.563 -0.5065 -0.3379 0.3567 0.11
H 1.696 1.120 5.059 -0.4548 -0.1857 -0.2739 0.15
```
Forces are in eV/Å.

Total charge: +2
<S²>: 0.758
F_max, eV Å⁻¹: 3.04
Multiplicity: 2
E_HOMO (spin up / spin down), eV: -15.01 / -14.98

Entry 3:
Entry from the Open Molecules 2025 dataset: a cluster of 2 separate species, ClHN2O2 in total at a distorted geometry (ωB97M-V with the def2-TZVPD basis set).

Geometry as XYZ:
```
6
Properties=species:S:1:pos:R:3:forces:R:3:lowdin_charge:R:1
N -2.019 0.335 -0.854 1.2059 0.2010 2.2753 -0.28
N -0.972 -0.249 -0.420 1.3616 -0.8562 -2.4600 -0.12
O -2.778 1.161 -0.168 0.5755 -0.7098 -0.0529 -0.27
O -0.160 -0.926 -1.402 -3.0824 1.9856 2.3465 -0.44
Cl -11.305 0.504 0.113 -0.1424 -0.0011 0.0031 -1.00
H -2.333 0.245 -1.778 0.0819 -0.6196 -2.1120 0.10
```
Forces are in eV/Å.

Total charge: -2
F_max, eV Å⁻¹: 4.35
E_HOMO, eV: -1.47

Entry 4:
Entry from the Open Molecules 2025 dataset: the ion C3H7N4 with charge +1 at a distorted geometry (ωB97M-V with the def2-TZVPD basis set).

Geometry as XYZ:
```
14
Properties=species:S:1:pos:R:3:forces:R:3:lowdin_charge:R:1
C 0.052 1.303 -0.032 -2.2105 -0.9443 0.2055 0.10
C 1.470 1.145 0.134 0.9499 -0.3096 0.9705 -0.11
N 1.960 0.007 -0.163 1.5674 0.9175 0.5611 0.11
C 1.385 -1.195 -0.185 -2.5746 -1.1362 -0.1263 -0.14
N 0.176 -1.494 0.242 0.6750 -1.2483 -1.0852 0.08
N -0.794 -0.507 0.437 1.3431 3.3505 1.5241 -0.12
N -1.986 -0.596 -0.240 2.1772 -1.5554 -4.9443 0.06
H -0.625 1.951 0.522 0.6001 0.0378 0.3563 0.11
H -0.199 1.384 -1.083 -0.3156 -0.5796 -0.2292 0.11
H 2.190 1.858 0.617 -0.9562 -0.2373 -0.6249 0.16
H 1.990 -2.073 -0.455 -0.2371 0.5252 0.1499 0.15
H -0.948 -0.541 1.465 -0.2605 0.4740 -0.6967 0.19
H -1.723 -0.805 -1.300 -1.5222 0.6283 3.1581 0.19
H -2.948 -0.438 0.041 0.7640 0.0773 0.7812 0.13
```
Forces are in eV/Å.

Total charge: +1
F_max, eV Å⁻¹: 5.62
E_HOMO, eV: -13.96
SMILES: C=C/N=C\N=[NH+]\N

no.,total energy (Eh)
1,-1709.74870
2,-1487.85993
3,-720.69015
4,-337.08193